54
Properties=species:S:1:pos:R:3 method="wB97M-V/def2-TZVPD" e_above_lowest_kcal_mol=55.44 homo_energy_ev=-7.92 homo_lumo_gap_ev=5.64 total_energy_ha=-1763.1183 charge=+1 fmax_ev_per_a=17.12
Hf 0.8696 0.2486 -0.5664
F 0.7996 2.6036 -0.4944
C 3.0630 -0.4564 -1.9189
O 2.9112 0.7605 -1.7702
O 2.8239 -0.9726 -0.8526
O 2.0237 -0.7586 -2.4675
C 0.6159 -2.7297 1.3193
O 0.8647 -1.6014 0.9442
N -0.1199 -3.0668 2.3559
N 1.3630 -3.7198 0.8014
H -0.2420 -4.0395 2.5987
H -0.3894 -2.2540 2.8915
H 1.8717 -3.6360 -0.0671
H 0.9388 -4.6006 1.0553
C -0.3841 1.7635 -3.7473
O -0.0474 1.0954 -2.7553
N -0.4648 1.3699 -5.0287
N -0.7318 3.0109 -3.6549
H -0.1630 0.4344 -5.2608
H -0.5176 2.0442 -5.7788
H -1.1265 3.5552 -4.4085
H -0.7058 3.3701 -2.7113
C 3.3193 1.0944 2.0468
O 2.4567 0.7020 1.2865
N 4.4187 1.6087 1.6868
N 3.3379 0.7536 3.2959
H 4.9741 1.9572 2.4550
H 4.4029 1.8875 0.7162
H 2.5901 0.3074 3.8075
H 4.2123 0.9443 3.7642
C -0.5044 1.3155 2.6529
O -0.1419 0.6373 1.6804
N -1.0816 2.5138 2.5201
N -0.3122 1.0357 3.9029
H -1.1296 2.9856 1.6283
H -1.2368 3.0759 3.3448
H 0.1869 0.2252 4.2405
H -0.4060 1.7524 4.6084
C -1.3180 -2.5946 -1.2703
O -0.6851 -1.5271 -1.2906
N -2.1634 -2.7990 -0.2779
N -1.1971 -3.6139 -2.0327
H -2.7691 -3.5906 -0.4411
H -2.1739 -2.2371 0.5613
H -0.3754 -3.6991 -2.6139
H -1.7475 -4.4555 -1.9386
C -2.7002 1.0909 -0.5532
O -1.5615 0.8124 -0.5099
N -3.2549 2.2271 -0.3047
N -3.5609 0.2289 -0.9492
H -4.2624 2.1580 -0.2846
H -2.8003 3.1061 -0.1027
H -4.5611 0.3693 -0.9503
H -3.2081 -0.6931 -1.1623